Entry 1:
21
Properties=species:S:1:pos:R:3:mulliken_spin:R:1 method="wB97M-V/def2-TZVPD" energy_ha=-1797.52685 de_lowest_kcal_mol=0.0 charge=+1 spin_multiplicity=6 homo_ev="-12.59 / -13.07"
Mn 14.21 -18.75 -20.76 4.828
C 11.87 -18.50 -19.59 -0.018
O 12.72 -19.37 -19.22 0.040
O 10.74 -18.28 -18.90 0.001
O 12.12 -17.83 -20.59 0.034
H 10.78 -18.81 -18.08 0.001
O 14.83 -20.77 -20.02 0.018
H 15.51 -21.21 -19.45 0.004
H 14.06 -21.34 -19.86 0.000
O 14.08 -16.81 -22.18 0.016
H 13.18 -16.50 -22.28 -0.001
H 14.60 -16.24 -22.74 0.003
O 16.29 -18.59 -21.39 0.022
H 17.04 -18.80 -20.89 0.001
H 16.59 -17.94 -22.05 0.002
O 13.16 -19.68 -22.56 0.025
H 12.45 -20.34 -22.39 0.001
H 12.75 -19.13 -23.22 0.002
O 15.12 -17.76 -18.91 0.023
H 15.70 -17.02 -19.18 0.000
H 14.70 -17.49 -18.08 0.002

Entry 2:
97
Properties=species:S:1:pos:R:3:mulliken_charge:R:1 method="wB97M-V/def2-TZVPD" energy_ha=-7179.16153 charge=0 spin_multiplicity=1 smiles="COCCCCCCCc1cc2c(cc1COO)Nc1ccc(Br)cc1S2.O=S1(=O)OCCO1.O=S1(=O)OCCO1.O=S1(=O)OCCO1.O=S1(=O)OCCO1" homo_ev=-7.62
C 2.59 0.60 7.21 -0.508
O 1.33 0.94 6.64 -0.453
C 0.39 -0.14 6.75 -0.437
C 0.81 -1.38 5.85 -0.555
C -0.43 -2.02 5.06 -0.618
C -0.11 -2.23 3.51 -0.770
C -1.17 -1.49 2.55 -0.647
C -0.35 -0.95 1.31 -0.715
C -1.09 0.18 0.50 -0.247
C -0.17 0.57 -0.73 0.638
C 1.27 0.31 -0.76 -0.853
C 2.13 0.69 -1.89 0.132
C 1.59 1.34 -3.08 -0.005
C 0.13 1.59 -3.06 -0.607
C -0.72 1.23 -1.94 0.687
C -2.26 1.57 -1.98 -0.936
O -2.54 2.53 -0.91 -0.207
O -1.54 3.49 -1.03 -0.399
N 2.29 1.80 -4.24 -0.089
C 3.66 1.42 -4.38 0.150
C 4.29 1.76 -5.68 -0.416
C 5.70 1.47 -5.95 -0.386
C 6.54 0.82 -4.96 -0.119
Br 8.42 0.40 -5.19 -0.185
C 5.94 0.46 -3.68 -0.599
C 4.52 0.77 -3.41 0.627
S 3.90 0.34 -1.77 -0.419
H 3.16 -0.17 6.63 0.296
H 2.52 0.23 8.27 0.304
H 3.22 1.53 7.23 0.087
H -0.59 0.26 6.36 0.372
H 0.28 -0.50 7.81 0.288
H 1.63 -1.04 5.17 0.267
H 1.25 -2.16 6.53 0.297
H -1.36 -1.40 5.14 0.469
H -0.56 -3.04 5.51 0.290
H 0.93 -1.84 3.33 0.343
H -0.07 -3.33 3.28 0.420
H -1.73 -0.70 3.11 0.456
H -1.86 -2.31 2.19 0.232
H -0.06 -1.79 0.63 0.308
H 0.58 -0.48 1.73 0.308
H -1.34 1.08 1.12 0.249
H -2.07 -0.21 0.10 0.246
H 1.80 -0.15 0.11 0.201
H -0.36 2.08 -3.93 0.257
H -2.87 0.65 -1.82 0.228
H -2.54 2.11 -2.93 0.412
H -1.24 3.72 -0.13 0.320
H 2.10 2.78 -4.47 0.302
H 3.73 2.28 -6.49 0.343
H 6.18 1.76 -6.92 0.333
H 6.54 -0.02 -2.87 0.345
O -4.91 -2.02 -4.38 -0.472
S -4.59 -0.86 -5.13 0.953
O -5.47 0.25 -5.27 -0.562
O -4.11 -1.32 -6.60 -0.311
C -2.78 -0.85 -6.85 -0.482
C -2.13 -0.78 -5.49 0.038
O -3.16 -0.31 -4.62 -0.077
H -2.85 0.13 -7.32 0.325
H -2.26 -1.53 -7.52 0.347
H -1.27 -0.10 -5.48 0.232
H -1.81 -1.76 -5.14 0.018
O -6.86 5.07 -5.65 -0.532
S -6.89 5.10 -4.23 1.088
O -7.57 6.11 -3.49 -0.541
O -5.37 5.00 -3.69 -0.356
C -5.22 3.86 -2.85 0.131
C -6.25 2.86 -3.35 -0.305
O -7.39 3.66 -3.70 -0.358
H -5.44 4.17 -1.82 0.277
H -4.21 3.47 -2.90 -0.100
H -6.52 2.13 -2.59 0.365
H -5.91 2.35 -4.25 0.341
O -3.05 -4.29 -5.20 -0.560
S -3.09 -4.26 -3.78 1.171
O -3.78 -3.25 -3.06 -0.506
O -1.57 -4.36 -3.23 -0.297
C -1.44 -5.50 -2.38 -0.326
C -2.47 -6.49 -2.89 -0.394
O -3.60 -5.70 -3.25 -0.317
H -1.66 -5.19 -1.36 0.279
H -0.43 -5.89 -2.43 0.312
H -2.74 -7.23 -2.14 0.318
H -2.11 -7.00 -3.79 0.285
O 4.83 -0.87 8.28 -0.452
S 5.82 -0.63 9.27 1.039
O 6.58 -1.67 9.87 -0.551
O 5.16 0.27 10.44 -0.301
C 5.89 1.49 10.59 -0.328
C 6.47 1.77 9.21 -0.229
O 6.85 0.49 8.71 -0.319
H 6.68 1.33 11.33 0.287
H 5.23 2.29 10.93 0.313
H 7.33 2.43 9.25 0.312
H 5.72 2.19 8.54 0.206

Entry 3:
77
Properties=species:S:1:pos:R:3:mulliken_charge:R:1 method="wB97M-V/def2-TZVPD" energy_ha=-14373.00872 de_lowest_kcal_mol=0.0 charge=-2 spin_multiplicity=1 homo_ev=0.00
Sc 0.51 0.34 -0.16 0.712
C -4.40 1.48 5.90 -1.692
C -5.12 0.71 4.78 2.134
C -6.38 1.49 4.40 -2.193
C -5.56 -0.66 5.31 -1.751
C -4.17 0.53 3.59 -0.620
C -2.98 -0.16 3.76 0.283
C -2.08 -0.29 2.72 -0.536
Br -0.53 -1.33 3.01 -0.242
C -2.29 0.28 1.45 0.938
O -1.40 0.20 0.51 -0.370
C -3.55 0.92 1.25 -0.965
C -4.43 1.03 2.32 0.022
C -3.92 1.47 -0.13 3.022
C -3.85 0.35 -1.19 -1.735
C -5.35 2.03 -0.16 -2.735
C -2.98 2.61 -0.51 -1.135
H -5.07 1.61 6.76 0.444
H -4.09 2.46 5.54 0.342
H -3.51 0.95 6.23 0.323
H -7.02 1.60 5.28 0.449
H -6.95 0.98 3.62 0.377
H -6.13 2.49 4.04 0.396
H -6.22 -0.55 6.17 0.456
H -4.69 -1.26 5.63 0.317
H -6.08 -1.22 4.54 0.368
H -2.72 -0.61 4.72 0.393
H -5.36 1.54 2.15 0.467
H -4.55 -0.45 -0.94 0.367
H -2.84 -0.06 -1.26 0.105
H -4.11 0.76 -2.17 0.442
H -6.09 1.27 0.11 0.494
H -5.57 2.37 -1.17 0.477
H -5.47 2.88 0.51 0.404
H -1.96 2.26 -0.65 -0.337
H -2.97 3.39 0.26 0.143
H -3.30 3.06 -1.46 0.712
N 4.69 -0.48 -0.51 -0.497
C 3.63 0.16 0.07 0.517
O 2.71 0.52 -0.64 -0.417
C 3.68 0.37 1.56 -0.574
C 2.88 1.58 2.04 -1.005
H 4.46 -0.89 -1.41 0.279
H 5.28 -1.03 0.09 0.205
H 4.73 0.37 1.88 0.384
H 3.21 -0.54 1.96 0.250
H 3.37 2.51 1.70 0.235
H 2.93 1.59 3.14 0.136
Se 1.12 -2.39 -0.28 -0.670
Se 1.62 -2.15 -2.56 -0.339
Se -0.23 -0.97 -3.43 -0.318
Se 0.10 1.27 -2.80 -0.607
C -0.45 7.52 -0.55 -1.821
C -1.64 6.67 -0.07 2.254
C -2.43 6.19 -1.29 -1.705
C -2.55 7.58 0.75 -2.254
C -1.13 5.48 0.74 0.384
C -1.52 5.23 2.05 0.027
C -1.04 4.12 2.77 -2.012
C -0.15 3.26 2.16 1.487
O 0.44 2.19 2.68 -0.407
B 1.32 1.54 1.61 0.857
O 1.03 2.51 0.37 -0.968
C 0.21 3.48 0.82 -0.309
C -0.25 4.57 0.12 -0.149
H -0.79 8.37 -1.13 0.471
H 0.23 6.93 -1.17 0.293
H 0.13 7.88 0.31 0.395
H -2.75 7.03 -1.90 0.540
H -3.31 5.62 -0.98 0.291
H -1.82 5.52 -1.91 0.318
H -2.88 8.43 0.14 0.429
H -2.04 7.98 1.63 0.410
H -3.44 7.05 1.09 0.404
H -2.21 5.90 2.55 0.376
H -1.36 3.95 3.79 0.394
H 0.05 4.68 -0.92 0.442

Entry 4:
15
Properties=species:S:1:pos:R:3:mulliken_charge:R:1 method="wB97M-V/def2-TZVPD" energy_ha=-345.65281 de_lowest_kcal_mol=95.5 charge=0 spin_multiplicity=1 homo_ev=-8.76
O -2.24 0.76 0.71 -0.553
C -1.22 -0.19 0.63 0.177
C -0.74 -0.61 -0.78 -1.055
C 0.71 -0.34 -0.36 0.558
C 2.37 -0.08 -1.92 -0.378
O 1.39 0.51 -1.29 -0.277
C 0.23 0.28 0.96 -1.056
H -1.96 1.55 0.22 0.332
H -1.54 -1.03 1.24 0.387
H -1.07 0.10 -1.55 0.305
H -0.96 -1.63 -1.11 0.243
H 1.34 -1.22 -0.25 0.590
H 2.64 0.66 -2.70 0.218
H 0.32 1.37 1.01 0.283
H 0.68 -0.15 1.86 0.225

Entry 5:
8
Properties=species:S:1:pos:R:3:mulliken_charge:R:1 method="wB97M-V/def2-TZVPD" energy_ha=-370.36660 de_lowest_kcal_mol=161.6 charge=0 spin_multiplicity=1 homo_ev="-8.51 / -9.58"
N 0.08 -0.75 0.71 -0.282
N -0.79 -0.59 -0.22 -0.110
N -0.62 -0.68 -1.43 0.708
N -0.88 -0.78 -2.53 -0.411
O 0.77 0.98 1.00 -0.155
O 0.03 1.88 0.35 -0.404
H -0.11 -0.92 1.67 0.267
H 1.51 0.86 0.45 0.388